DFT (the ωB97M-V functional and the def2-TZVPD basis) results for an isolated ion of composition C2H2FO3S and charge -1 at a distorted geometry.

Each line ends with the natural charge from an NBO analysis.
Element x y z (Å)
C: -0.262 0.094 1.458  0.87
O: 0.570 -0.118 2.266  -0.58
H: 0.065 -1.420 0.003  0.19
C: -0.518 -0.632 -0.067  -0.74
O: 1.707 1.098 -0.754  -1.01
F: -1.122 1.185 1.673  -0.40
O: 0.663 -0.223 -2.651  -1.01
H: -1.571 -0.647 -0.426  0.21
S: 0.468 0.663 -1.503  1.49

Calculated values
Kohn-Sham gap: 7.643 eV
DFT total energy: -801.20916 a.u.
charge: -1
LUMO: 4.1 eV
HOMO: -3.5828 eV

=====

DFT (the ωB97M-V functional and the def2-TZVPD basis) results for C28H35N3NiOS2 as an isolated structure.

Each line ends with the natural charge from an NBO analysis.
Element x y z (Å)
H: 1.825 4.677 0.462  0.23
H: -2.758 -4.581 0.447  0.23
C: 0.126 3.423 0.767  -0.05
H: 2.809 -5.335 -0.373  0.20
H: 2.744 -3.442 -2.072  0.20
C: 0.851 2.142 0.467  0.66
C: -3.452 1.407 -2.153  -0.19
H: 0.984 -3.349 -1.904  0.19
H: -1.809 6.681 1.551  0.21
C: -1.225 3.378 1.095  -0.21
H: -6.067 -0.575 -2.995  0.22
C: 2.997 1.204 0.264  0.37
H: 5.744 0.482 -2.480  0.20
C: 0.908 -2.659 0.779  -0.65
H: -6.098 -4.309 3.120  0.22
C: -5.374 -3.834 2.471  -0.19
C: 1.934 -2.986 -1.495  -0.61
H: 5.877 3.388 0.620  0.20
H: 5.200 4.718 -0.326  0.21
H: 0.591 6.774 0.960  0.21
H: -2.971 4.498 1.639  0.21
Ni: 0.616 -0.767 0.603  0.79
H: 3.557 3.145 -1.371  0.23
C: -1.268 5.769 1.331  -0.20
C: -3.533 -2.617 0.818  -0.18
H: -0.030 -3.125 0.442  0.15
H: 4.454 -0.625 -1.976  0.22
C: 2.033 -3.325 -0.012  -0.26
C: 5.417 -0.197 -1.691  -0.62
C: -4.464 -1.836 1.489  -0.23
N: -1.308 -1.016 0.730  -1.14
C: -4.436 -1.165 -1.743  -0.23
H: -3.067 2.407 -2.311  0.22
C: -1.921 4.544 1.379  -0.21
H: -4.820 -2.164 -1.574  0.22
H: 2.118 -5.102 1.240  0.20
C: 2.007 -4.841 0.185  -0.60
C: -5.136 -0.270 -2.536  -0.21
N: 2.157 2.246 0.304  -0.67
C: -4.646 1.015 -2.739  -0.20
C: -3.246 -0.755 -1.153  -0.17
H: 6.142 -1.010 -1.624  0.22
H: -4.430 -5.681 1.920  0.22
H: 4.212 3.912 0.909  0.22
H: -1.797 0.805 -0.897  0.27
C: 4.461 2.770 -0.900  -0.21
H: 1.970 -1.904 -1.643  0.21
H: 5.208 2.623 -1.681  0.20
C: 0.775 4.653 0.721  -0.19
C: -2.736 0.518 -1.357  -0.25
C: 5.290 0.502 -0.343  -0.22
C: 4.969 3.758 0.140  -0.62
S: 2.726 -0.351 0.988  -0.26
H: 2.997 -2.959 0.355  0.20
H: -6.116 -1.853 2.850  0.22
O: 0.133 1.116 0.331  -0.74
C: -4.440 -4.606 1.797  -0.20
H: 6.202 1.052 -0.099  0.19
H: -5.198 1.711 -3.357  0.22
H: 5.132 -0.235 0.436  0.24
H: 1.054 -5.254 -0.164  0.19
H: -1.797 -0.291 1.245  0.38
H: 0.993 -2.899 1.845  0.19
C: -5.386 -2.451 2.320  -0.20
C: -3.507 -3.995 0.967  -0.22
H: -1.720 2.417 1.126  0.22
H: -4.475 -0.760 1.357  0.23
S: -2.248 -1.885 -0.179  1.13
N: 4.182 1.454 -0.319  -0.40
C: 0.080 5.821 1.001  -0.22

Calculated values
Kohn-Sham gap (spin up / spin down): 7.953 / 7.954 eV
DFT total energy: -3632.13342 a.u.
LUMO (spin up / spin down): 0.4 / 0.4 eV
HOMO (spin up / spin down): -7.5117 / -7.5124 eV

=====

DFT (the ωB97M-V functional and the def2-TZVPD basis) results for a 2-piece molecular cluster, C4H12N4 overall at a distorted geometry.

Each line ends with the natural charge from an NBO analysis.
Element x y z (Å)
H: -2.435 -1.769 0.012  0.22
C: -1.258 -0.054 0.472  -0.13
N: 0.599 -1.933 0.328  -0.95
H: -3.082 -0.238 -0.600  0.21
N: -0.041 1.083 -1.279  -0.85
N: 0.002 1.937 0.929  -0.82
H: -0.192 1.741 1.905  0.37
H: -0.818 1.543 -1.745  0.38
H: 0.869 -2.604 1.057  0.37
H: 2.814 0.315 -0.353  0.38
N: 2.337 -0.575 -0.443  -0.78
H: 1.462 -0.279 1.398  0.13
H: -1.485 -0.122 1.533  0.19
H: 2.268 -1.109 -1.299  0.41
H: 0.800 1.630 -1.440  0.36
H: 0.971 2.223 0.819  0.34
C: 1.332 -0.831 0.456  0.38
C: -2.162 -0.811 -0.434  -0.65
H: -1.682 -1.004 -1.394  0.24
C: -0.296 0.856 0.078  0.21

Calculated values
SMILES: [H]/N=C/N.CC=C(N)N
Kohn-Sham gap: 7.597 eV
DFT total energy: -378.52137 a.u.
LUMO: 0.7 eV
HOMO: -6.8706 eV

=====

DFT (the ωB97M-V functional and the def2-TZVPD basis) results for one molecule with the formula C5H9NO at a distorted geometry.

Each line ends with the natural charge from an NBO analysis.
Element x y z (Å)
H: 2.607 -0.729 -1.556  0.19
C: -1.906 -0.436 0.005  -0.66
C: -1.026 0.760 0.957  -0.12
C: 0.341 1.066 0.469  -0.11
H: 0.287 -0.598 1.686  0.36
H: 0.373 0.450 -1.663  0.19
C: 2.085 -0.478 -0.635  -0.11
H: -2.057 0.895 1.084  0.26
H: -2.999 -0.574 0.243  0.21
H: 0.873 2.024 0.517  0.21
C: 0.795 0.204 -0.685  0.04
H: -1.876 -0.115 -1.044  0.21
H: 2.709 -0.355 0.250  0.19
N: 0.119 0.406 1.760  -0.57
O: 0.870 -1.187 -0.422  -0.50
H: -1.406 -1.378 0.172  0.22

Calculated values
SMILES: C[C@H]1N[C@H]1[C@H]1CO1
Kohn-Sham gap: 10.031 eV
DFT total energy: -325.73985 a.u.
LUMO: 1.1 eV
HOMO: -8.9603 eV